Entry 1:
# C57H142N9O19Zn

C57H142N9O19Zn as an isolated structure in a non-equilibrium geometry (ωB97M-V/def2-TZVPD, the Open Molecules 2025 dataset).

Output
energy above the lowest of the compared OMol25 structures with the same formula, charge and spin	210.7	kcal/mol
total charge	+1

XYZ file:
```
228
Properties=species:S:1:pos:R:3:forces:R:3
Zn 1.76668 3.18334 5.25188 -1.37 0.08 0.48
C -1.14512 -0.51717 0.47329 -0.65 -0.47 0.54
C -0.12331 0.59303 0.16007 0.16 0.85 0.49
C -0.66579 1.63140 -0.83226 -0.46 -0.07 0.31
O 0.31524 1.09973 1.39060 -0.54 -0.42 -1.26
H -1.98757 -0.11413 1.03538 0.09 0.25 0.18
H -0.70869 -1.31248 1.07750 0.17 0.16 0.03
H -1.61629 -1.00224 -0.38158 0.42 0.24 -0.47
H 0.68349 0.09464 -0.37734 0.69 -0.43 0.17
H 0.08849 2.31673 -1.21889 0.09 0.09 0.42
H -1.48114 2.16421 -0.34295 0.08 0.36 -0.02
H -1.10561 1.17615 -1.71963 0.04 -0.36 0.04
C -2.25874 -2.07445 -9.34743 -0.34 0.87 -1.62
O -2.20057 -2.41440 -10.74018 -0.74 0.44 0.16
C -1.43199 -3.55482 -11.02415 0.74 0.63 0.07
C -1.66197 -4.07244 -12.48205 0.70 0.48 0.98
N -0.75713 -5.18808 -12.78548 -0.28 -0.38 1.19
C -1.01306 -6.37117 -11.91150 -0.80 0.80 -1.23
C -2.51390 -6.80874 -12.04921 0.86 -0.56 0.64
O -2.79409 -7.02109 -13.41591 -1.24 0.11 0.28
C -4.08738 -7.65085 -13.59680 1.52 -0.55 -0.91
H -2.85256 -1.16236 -9.40724 -0.55 -0.28 0.61
H -1.32890 -1.69944 -8.91979 0.56 -0.61 -0.09
H -2.70171 -2.88277 -8.76563 -0.04 0.10 0.17
H -1.65057 -4.24461 -10.20899 -0.05 -0.82 -0.35
H -0.41474 -3.20202 -10.85436 0.64 -0.63 -0.38
H -1.41290 -3.28668 -13.19526 -0.08 0.23 0.21
H -2.73762 -4.23732 -12.54438 -0.16 -0.42 -0.33
H -0.78615 -5.45265 -13.75978 -0.28 0.04 0.03
H -0.68637 -6.08509 -10.91175 -0.54 -0.19 0.18
H -0.33523 -7.17211 -12.20672 -0.22 -0.10 -0.23
H -3.22931 -6.12353 -11.59451 0.11 0.63 -0.13
H -2.72548 -7.72605 -11.49980 0.38 -0.47 0.15
H -4.15980 -7.77135 -14.67770 -0.34 0.27 0.01
H -4.97348 -7.16013 -13.19416 0.31 0.46 0.17
H -4.02453 -8.67344 -13.22469 -0.15 -0.08 0.42
C 9.08668 5.20678 2.06933 -1.12 -0.89 -0.43
O 7.83418 4.58254 2.45108 0.00 1.25 -0.02
C 7.99680 3.50065 3.28789 0.04 -2.16 0.89
C 6.68596 2.95565 3.92320 0.08 0.39 -0.41
N 5.91077 3.98729 4.64274 0.86 0.81 0.18
C 6.55858 4.50520 5.88753 0.43 -0.13 -0.24
C 5.69761 5.59734 6.57672 -0.49 -1.94 -0.34
O 4.41426 4.98562 6.87216 0.20 -0.20 2.04
C 4.49569 4.33860 8.19947 -0.44 -0.18 -1.05
H 9.71471 4.46249 1.57971 0.21 -0.14 0.12
H 9.60821 5.62655 2.92950 -0.10 0.21 -0.05
H 8.80306 5.91568 1.29142 0.21 0.31 0.41
H 8.71555 3.66414 4.09086 0.26 0.44 0.13
H 8.37936 2.65090 2.72249 0.35 -0.23 -0.19
H 6.87481 2.07062 4.53080 0.37 0.15 0.26
H 6.06655 2.57359 3.11174 -0.22 0.22 -0.09
H 6.19868 4.74755 4.04340 -1.18 0.74 -0.69
H 7.52059 4.95532 5.64253 0.26 0.26 -0.04
H 6.84608 3.64498 6.49209 -0.47 0.08 0.56
H 5.56172 6.44400 5.90382 -0.28 -0.12 -0.07
H 6.11283 5.97153 7.51249 0.36 -0.04 -0.10
H 4.46372 5.02566 9.04506 0.24 0.39 -0.27
H 5.34313 3.65952 8.29318 0.45 0.36 -0.19
H 3.65822 3.65737 8.35010 -0.45 0.24 -0.45
C 1.08202 6.08077 4.13540 0.94 1.65 -0.49
O 0.44144 5.03985 4.82554 1.06 -0.40 -0.64
C -0.89085 5.36416 5.09829 -1.03 -0.93 0.66
C -1.61702 4.04952 5.52205 -0.18 2.04 -1.68
N -0.79982 3.37294 6.47166 0.04 -0.56 1.01
C -1.29439 2.02629 6.80247 0.42 -0.17 -0.49
C -0.18700 1.12432 7.37073 1.37 0.74 -1.47
O 1.13189 1.64467 6.84177 -0.84 0.45 0.97
C 2.19617 0.80545 7.29203 -0.43 -0.59 -0.49
H 2.13267 5.84917 3.96050 -0.07 -0.18 0.20
H 1.01144 7.02761 4.67075 0.26 -0.11 0.71
H 0.66209 6.40233 3.18232 -0.49 -0.96 -0.35
H -1.33755 5.85461 4.23341 -0.19 -0.32 -0.18
H -0.94923 6.09106 5.90842 0.23 0.09 0.27
H -1.80143 3.46242 4.62238 -0.03 -0.20 0.13
H -2.55083 4.41561 5.94875 -0.47 -0.41 -0.11
H -1.03014 3.89461 7.30528 1.01 0.30 0.54
H -1.62214 1.56596 5.87038 -0.24 0.03 0.07
H -2.13322 2.12522 7.49143 -0.11 -0.47 -0.01
H -0.23641 0.13899 6.90728 -0.35 -0.16 0.38
H -0.14390 1.04244 8.45680 0.15 0.25 -0.06
H 3.14710 1.26658 7.02517 -0.06 -0.10 -0.01
H 2.02297 -0.12947 6.75908 0.69 -0.33 0.14
H 2.14766 0.61229 8.36368 0.00 0.23 0.05
C -9.03694 -1.60031 11.57070 0.86 -0.03 -1.00
O -8.61909 -1.88415 10.18567 -0.54 -0.97 2.06
C -8.34759 -0.79534 9.36889 -1.11 0.52 -0.96
C -8.41887 -1.22076 7.87366 0.68 0.14 1.54
N -7.33021 -2.07900 7.57955 1.39 -0.77 -0.26
C -7.26534 -2.49059 6.19186 -0.03 0.88 1.16
C -6.03361 -3.28486 5.98047 -0.68 -1.59 -0.92
O -6.28290 -4.58153 6.57054 0.47 0.93 0.40
C -5.41502 -5.51849 6.01639 -0.02 -1.10 -0.03
H -8.30596 -1.03514 12.14892 0.39 0.45 -0.44
H -9.07440 -2.52806 12.14166 -0.42 -0.24 -0.61
H -9.97535 -1.04737 11.61241 -0.15 -0.18 -0.21
H -7.39605 -0.33681 9.63807 0.26 0.06 -0.25
H -9.14112 -0.05525 9.47221 -0.12 0.41 0.27
H -8.24793 -0.33790 7.25768 -0.54 0.23 -0.01
H -9.36061 -1.72308 7.65251 -0.57 0.39 0.06
H -7.32362 -2.93792 8.11088 -0.24 0.10 0.53
H -7.26400 -1.57819 5.59552 -0.07 -0.11 -0.35
H -8.11376 -3.13490 5.96134 -0.25 0.04 -0.57
H -5.09930 -2.84343 6.32732 -0.06 0.08 0.20
H -6.00322 -3.46511 4.90591 0.54 0.08 -0.34
H -5.50663 -6.49312 6.49576 -0.32 0.15 0.43
H -4.36262 -5.25546 6.12304 0.14 0.31 -0.28
H -5.71027 -5.71205 4.98514 0.41 0.20 -0.41
C -3.52293 -7.31386 -3.29471 -0.20 -0.82 0.91
O -2.72824 -8.46916 -3.52337 0.51 0.17 -0.28
C -1.39656 -8.32936 -2.98510 -0.54 -0.46 -0.08
C -0.48132 -9.56444 -3.15962 -0.53 0.14 -0.72
N 0.03244 -9.71774 -4.54416 -0.28 1.35 1.06
C -0.96151 -9.74706 -5.59260 0.80 -1.92 -0.46
C -1.87168 -11.02390 -5.55359 -0.02 0.44 -0.12
O -1.07795 -12.24396 -5.59220 0.40 1.09 -0.01
C -1.83505 -13.44695 -5.59369 -0.69 1.11 -0.52
H -3.54613 -7.08223 -2.22985 0.36 0.18 0.37
H -4.56150 -7.59353 -3.47151 0.12 0.13 -0.67
H -3.20979 -6.40804 -3.81387 0.07 -0.14 -0.40
H -1.54207 -8.17184 -1.91641 0.26 0.08 0.29
H -0.93175 -7.43736 -3.40510 0.21 0.07 -0.15
H -0.99582 -10.45217 -2.79176 -0.46 -0.20 -0.10
H 0.29048 -9.41489 -2.40460 0.55 0.10 -0.45
H 0.66365 -10.47986 -4.74632 -0.01 -0.10 0.86
H -0.32419 -9.86712 -6.46867 -0.19 -0.18 -0.45
H -1.46069 -8.80133 -5.80358 -0.48 -0.22 0.67
H -2.54713 -10.88499 -6.39772 0.03 -0.66 -0.62
H -2.56679 -11.04165 -4.71418 0.29 0.02 0.52
H -2.32916 -13.57275 -4.63028 -0.21 -0.16 0.01
H -1.27708 -14.34813 -5.84793 0.60 0.43 0.21
H -2.55064 -13.30521 -6.40358 -0.59 -0.45 0.12
C -14.32272 1.47334 6.01848 0.68 0.35 -1.17
O -13.21523 1.63336 5.11565 0.19 0.43 0.04
C -13.24873 0.80704 3.96627 -0.20 -0.05 -0.74
C -12.26837 1.32326 2.84192 -0.24 0.23 2.83
N -12.41514 2.78123 2.62823 0.35 -1.45 -1.63
C -11.46978 3.08519 1.54875 0.59 0.95 -0.26
C -9.94398 3.00920 1.94172 0.05 0.41 -0.92
O -9.28913 1.74850 1.98569 -0.68 -1.49 0.32
C -9.03718 1.06384 0.75114 0.78 1.16 0.12
H -14.54421 0.41185 6.12930 0.01 -0.03 0.50
H -15.20226 1.97275 5.61216 -0.19 -0.03 -0.13
H -14.04183 2.00683 6.92655 -0.02 -0.47 0.11
H -14.26787 0.72318 3.58885 -0.27 0.40 -0.25
H -13.01638 -0.20863 4.28646 0.46 -0.29 -0.19
H -12.29964 0.76381 1.90697 -0.64 0.10 0.06
H -11.26388 1.14895 3.22755 0.19 -0.29 0.07
H -12.09175 3.28002 3.44475 -0.17 -0.11 0.30
H -11.77537 4.04732 1.13761 0.76 0.82 0.57
H -11.66249 2.56915 0.60818 -0.07 -1.13 0.38
H -9.78354 3.47719 2.91299 -0.29 -0.38 0.36
H -9.28939 3.61310 1.31329 -0.43 0.48 -0.70
H -9.88929 0.90453 0.09035 -0.23 0.19 0.20
H -8.52130 0.11286 0.88387 -0.45 -0.10 0.79
H -8.26544 1.64926 0.25136 -0.15 0.29 -0.65
C 6.50028 -5.53598 2.73804 1.78 0.20 -0.36
O 7.80232 -4.96104 3.09980 -1.50 0.57 0.53
C 8.90487 -5.71729 2.64253 -0.67 -0.44 0.81
C 8.94468 -7.02751 3.45426 2.63 -0.15 -0.89
N 10.29283 -7.68826 3.23546 -2.54 0.57 -0.82
C 10.49753 -8.91802 3.97231 1.09 1.14 -0.73
C 10.76315 -8.71477 5.46966 -1.13 -0.95 0.07
O 9.49980 -8.77669 6.14065 -0.11 0.34 0.90
C 9.61274 -8.68824 7.58611 0.35 0.21 -1.41
H 5.64712 -5.00665 3.16234 0.53 0.42 0.14
H 6.43091 -6.57376 3.06408 -0.04 -0.01 -0.12
H 6.49671 -5.45490 1.65107 -0.59 -0.34 -0.16
H 9.81688 -5.13325 2.76591 -0.10 0.20 0.39
H 8.81200 -5.84972 1.56460 0.00 -0.59 -0.18
H 8.14116 -7.64989 3.06042 0.29 -0.46 0.30
H 8.86779 -6.89979 4.53401 -0.73 0.56 -0.07
H 11.06412 -7.03726 3.27289 -0.11 -0.01 0.30
H 11.37022 -9.26346 3.41809 0.32 -0.90 0.72
H 9.66964 -9.58620 3.73513 0.02 -0.10 0.46
H 11.23204 -7.74856 5.65595 0.18 0.16 -0.07
H 11.39194 -9.50835 5.87333 0.32 -0.12 0.00
H 10.30181 -7.88217 7.83814 0.16 0.08 0.13
H 10.01022 -9.62944 7.96591 -0.13 -0.05 0.24
H 8.64388 -8.42593 8.01109 -0.02 -0.34 -0.19
C 0.82874 10.92506 -2.00117 0.91 1.07 -0.11
O 0.97045 12.24865 -1.43803 0.04 -0.76 -0.39
C -0.22934 12.69132 -0.85427 -0.02 -0.03 0.74
C -0.09462 14.06141 -0.17653 -0.31 -0.15 0.43
N 1.02584 14.16012 0.78034 -0.27 -0.68 -0.99
C 1.20646 15.51787 1.25207 -0.28 -0.02 0.60
C 2.41992 15.73158 2.20405 -1.36 0.86 -1.11
O 3.56968 15.79500 1.43705 0.91 -0.87 -0.50
C 4.59039 16.58687 2.00519 -0.59 -0.13 -0.58
H 0.75414 10.11689 -1.27357 -0.31 0.21 0.43
H 1.76589 10.75909 -2.53251 -0.13 -0.03 -0.16
H -0.00236 10.88561 -2.70529 -0.12 -0.01 0.00
H -0.52785 11.93864 -0.12457 -0.17 -0.03 0.39
H -1.02142 12.71964 -1.60255 -0.19 0.23 -0.20
H -1.01539 14.26531 0.37002 -0.23 -0.26 0.11
H -0.09179 14.84608 -0.93310 0.45 0.22 -0.36
H 1.80263 13.96789 0.16411 0.70 -0.29 0.31
H 0.29828 15.86537 1.74456 -0.15 -0.40 0.57
H 1.19569 16.17898 0.38552 0.90 0.55 -0.10
H 2.51842 15.01888 3.02286 -0.31 -0.28 -0.02
H 2.26781 16.73010 2.61382 -0.21 0.20 0.50
H 4.15556 17.58244 2.09389 0.53 0.47 0.03
H 5.40234 16.51852 1.28120 0.14 0.39 0.33
H 4.90612 16.26373 2.99716 0.07 -0.27 0.08
C 6.46493 2.29824 -6.70285 0.08 0.36 -0.40
O 6.31719 2.25627 -8.10277 -0.05 0.44 0.15
C 5.55885 1.17035 -8.60330 1.34 -0.08 -0.01
C 6.02682 0.99668 -10.02561 -0.42 -0.66 -1.07
N 5.51154 2.10972 -10.79746 0.19 0.06 0.52
C 5.66885 2.03044 -12.21788 -0.71 -0.59 -0.93
C 5.13858 0.71019 -12.86444 0.94 -0.11 0.13
O 6.17470 -0.34250 -12.95215 -0.56 0.78 0.28
C 5.73239 -1.69072 -13.15743 -0.39 0.80 -0.66
H 6.64398 3.34271 -6.44771 -0.06 -0.03 0.17
H 7.34357 1.72593 -6.40528 -0.02 -0.26 0.21
H 5.56980 1.94312 -6.19223 -0.04 -0.04 0.14
H 4.49776 1.41831 -8.57685 -0.14 -0.15 -0.05
H 5.77734 0.28817 -8.00156 -0.13 -0.28 0.05
H 5.69272 0.05816 -10.46793 -0.82 -0.03 0.17
H 7.08748 0.85357 -10.23199 0.62 0.33 0.99
H 6.06007 2.92273 -10.55613 -0.21 0.25 0.64
H 6.65622 2.32296 -12.57515 0.56 -0.72 -0.12
H 5.07256 2.87708 -12.55806 -0.43 -0.24 -0.60
H 4.74436 1.02393 -13.83101 0.27 -0.52 -0.46
H 4.28820 0.31102 -12.31163 -0.04 0.09 0.30
H 4.93009 -1.99142 -12.48362 0.05 0.06 0.35
H 6.56597 -2.39099 -13.10398 0.18 0.39 0.43
H 5.34502 -1.81720 -14.16838 -0.20 0.13 -0.23
```
Forces are in eV/Å.

=====

Entry 2:
# C16H28GeN2O3PRe

C16H28GeN2O3PRe as an isolated structure in a non-equilibrium geometry (ωB97M-V/def2-TZVPD, the Open Molecules 2025 dataset).

Output
energy above the lowest of the compared OMol25 structures with the same formula, charge and spin	16.4	kcal/mol
total charge	+1
2S+1	2

XYZ file:
```
52
Properties=species:S:1:pos:R:3:forces:R:3
Re 0.73828 0.89823 0.92903 0.30 -3.70 -0.74
N 0.49236 -0.13349 2.86416 -0.22 0.40 0.37
C 1.83135 -0.53777 3.35730 0.76 0.10 0.15
C 2.92433 0.42053 2.84139 -0.17 -0.74 1.98
O 3.94809 0.62516 3.45090 -0.35 -0.10 -0.52
N 2.58728 0.89802 1.62225 -0.98 1.11 -1.52
C 3.53498 1.69476 0.89512 0.55 0.65 -0.69
C 2.78122 2.55778 -0.15891 2.75 0.41 0.70
O 3.31944 3.46568 -0.73116 -0.34 -0.31 -0.01
O 1.54995 2.19470 -0.32710 -2.05 -0.26 0.38
H 0.09087 0.53016 3.53760 0.04 -0.41 -0.24
H -0.11021 -0.96423 2.87591 0.08 0.43 -0.14
H 2.09274 -1.51473 2.94228 -0.19 0.05 0.05
H 1.87384 -0.60438 4.44583 -0.03 0.04 -0.13
H 4.22956 1.05783 0.33473 0.03 0.12 0.11
H 4.11919 2.34897 1.55359 -0.11 -0.20 -0.16
C -1.32837 3.60145 0.00923 0.17 -0.12 0.05
P -1.23869 1.78529 -0.18743 -0.77 0.96 -0.65
C -2.99631 1.33192 0.04914 0.27 -0.12 0.13
C -0.94685 1.44989 -1.95649 -0.08 -0.07 0.26
C -0.04092 2.18859 -2.71189 0.00 0.13 -0.02
C 0.26277 1.79266 -4.00420 -0.02 0.00 -0.07
C -0.32785 0.66532 -4.55133 0.00 -0.04 0.01
C -1.24609 -0.06274 -3.81312 0.02 -0.08 0.02
C -1.54564 0.32394 -2.52004 -0.07 0.07 0.03
H -0.34709 4.05898 -0.09875 0.02 -0.02 -0.05
H -1.71192 3.82408 1.00598 0.02 -0.01 0.00
H -2.00834 4.02368 -0.72894 -0.02 -0.06 -0.06
H -3.58926 1.77458 -0.75318 0.10 0.02 0.02
H -3.34777 1.71534 1.00577 0.05 0.00 0.05
H -3.12981 0.25545 0.03642 -0.06 -0.06 0.02
H 0.44482 3.05851 -2.29743 0.00 0.04 0.00
H 0.96977 2.36155 -4.58765 0.07 0.09 -0.02
H -0.07107 0.34480 -5.54831 0.02 0.03 -0.14
H -1.71705 -0.93881 -4.23506 -0.04 -0.03 -0.04
H -2.25152 -0.25760 -1.94835 -0.12 -0.10 0.05
C -0.05008 -4.01125 -0.79514 -0.09 0.45 0.38
Ge -0.56846 -2.63341 0.53048 -0.18 -0.43 0.04
C -0.15269 -3.37363 2.34689 -0.07 0.34 -0.61
C -2.53697 -2.36091 0.41896 0.69 0.00 0.04
C 0.54909 -1.02991 -0.03615 -0.16 1.20 0.74
H -0.57008 -4.93890 -0.57986 -0.14 -0.11 0.08
H 1.01507 -4.20897 -0.75005 0.20 0.01 0.03
H -0.29814 -3.70866 -1.80694 -0.06 0.11 -0.13
H -0.49348 -4.40727 2.34569 -0.09 -0.05 -0.06
H -0.66755 -2.87932 3.16825 -0.08 0.07 0.09
H 0.91272 -3.39934 2.54979 0.17 0.03 0.02
H -3.00735 -3.32098 0.61516 -0.01 -0.13 0.05
H -2.83248 -2.05425 -0.57903 -0.02 0.07 -0.15
H -2.91994 -1.64888 1.14320 0.00 0.09 0.12
H 0.21577 -0.83391 -1.06120 0.15 0.13 0.03
H 1.56847 -1.42452 -0.10734 0.07 0.01 0.15
```
Forces are in eV/Å.

=====

Entry 3:
# C2H3N4OS

An isolated ion of composition C2H3N4OS and charge -1 in a non-equilibrium geometry (ωB97M-V/def2-TZVPD, the Open Molecules 2025 dataset).

Output
structure (SMILES)	CSn1nnnc1[O-]
energy above the lowest of the compared OMol25 structures with the same formula, charge and spin	24.1	kcal/mol
total charge	-1

XYZ file:
```
11
Properties=species:S:1:pos:R:3:forces:R:3
C -1.28018 -0.93077 -0.49466 -0.48 1.87 0.70
C 2.06895 0.30109 0.11806 0.60 0.47 -1.65
N -2.45510 -0.99016 0.09551 -1.88 -0.78 0.27
N -2.76731 0.20565 0.68927 0.53 -0.92 0.22
N -1.77678 0.99297 0.54238 -2.42 2.88 1.83
N -0.94038 0.43654 -0.21696 6.09 0.16 -2.17
O -0.62622 -1.71628 -1.13837 1.43 -1.31 -1.09
S 0.77822 1.46307 -0.46469 -2.43 -2.13 0.73
H 2.96848 0.94750 0.43759 -0.88 -0.93 -1.60
H 2.11787 -0.57674 -0.61162 0.75 1.53 0.79
H 1.91246 -0.13286 1.04348 -1.31 -0.85 1.99
```
Forces are in eV/Å.

=====

Computed molecular weight, in the same sequence as the records: 1323.20; 586.20; 131.14 g mol⁻¹.